Formula: C2H4ClN
Source: the Open Molecules 2025 dataset
Level of theory: wB97M-V/def2-TZVPD

The geometry in ORCA input format:
```
! RIJCOSX wB97M-V def2-TZVPD def2/J DEFGRID3
* xyz 0 1
C 0.9378 -1.0042 1.8519
C -0.5521 0.2871 -0.1095
N -0.6152 0.1697 1.2902
Cl 0.8871 -1.8050 3.3293
H 1.5581 -1.4415 0.9930
H 0.4376 0.1499 -0.2241
H -0.8444 1.2502 -0.4618
H -0.9788 -0.5675 -0.6956
*
```

As for the gap between HOMO and LUMO (alpha / beta): 9.78 / 8.58 eV. For the energy above the lowest of the compared OMol25 structures with the same formula, charge and spin, the calculation gives 584.9 kJ/mol. The molar mass comes out at 77.51 g mol⁻¹. As for the LUMO energy (alpha / beta): -0.140 / -0.081 eV.